Below is C4H6ClNS in the gas phase at a distorted geometry, with properties calculated with wB97M-V/def2-TZVPD.

Structure (ORCA input):
```
! wB97M-V def2-TZVPD RIJCOSX def2/J DEFGRID3
* xyz 0 1
H -0.29237 0.02955 1.46862
H -0.30708 -1.67175 0.93336
H -1.34553 2.33316 -2.30687
H 1.07646 -1.21125 1.44500
C -0.56199 1.58339 -1.78854
C 0.28350 -0.70402 0.93971
S 0.88191 2.34879 -1.15776
N 1.39857 1.00731 -0.24254
C 0.61269 -0.15491 -0.42099
Cl 1.50682 -1.42243 -1.31862
H -1.52310 -0.25870 -1.62750
C -0.77363 0.39060 -1.26123
H 2.36258 0.68680 -0.21504
*
```

## Properties
Energy   -29090.9978 eV
Relative energy (zero: lowest compared OMol25 entry of this formula, charge and spin)   1.7451 eV
E_LUMO   0.0312 Ha
Orbital gap   0.3235 Eh
Structure (SMILES)   C[C@@]1(Cl)C=CSN1

=====

Below is a molecular structure, C4H6CsO2 at a distorted geometry, with properties calculated with wB97M-V/def2-TZVPD.

Structure (ORCA input):
```
! wB97M-V def2-TZVPD RIJCOSX def2/J DEFGRID3
* xyz 1 1
C -0.91043 -0.61984 -1.39630
O 3.54309 -1.11727 0.85360
C -2.85560 0.77909 -0.21276
C -1.81991 0.01861 -0.91725
O -2.35770 1.00969 1.10162
H -2.97766 1.51798 1.63285
H -0.07577 -1.13720 -1.85164
C 4.37115 -0.88795 -0.00351
H -3.79192 0.20277 -0.17787
H -3.04540 1.73104 -0.72995
H 5.15214 -1.63140 -0.24393
H 4.41485 0.08802 -0.52193
Cs 0.35316 0.04646 2.46707
*
```

## Properties
Energy   -8880.2055 eV
Relative energy (zero: lowest compared OMol25 entry of this formula, charge and spin)   3.5624 eV
E_LUMO   -0.1208 Ha
Orbital gap   0.3726 Eh

=====

Below is a gas-phase ion, C4H6F2NO (charge +1) at a distorted geometry, with properties calculated with wB97M-V/def2-TZVPD.

Structure (ORCA input):
```
! wB97M-V def2-TZVPD RIJCOSX def2/J DEFGRID3
* xyz 1 1
H -1.28531 -2.33944 0.31386
C -1.84939 0.20126 0.06958
N 0.48521 0.37292 0.01934
O -0.41290 -1.80667 0.37884
C 1.91496 0.23445 -0.17220
H 2.34430 0.87013 -1.03982
H 0.37983 2.23189 1.20443
C -0.57371 -0.64523 -0.37102
F -2.54949 -0.20107 1.07696
H 2.29970 -0.79450 -0.41529
C -0.14208 1.32784 0.61525
H 2.53731 0.45903 0.64224
F -2.61405 0.82577 -0.77661
H -0.53440 -0.73638 -1.54556
*
```

## Properties
Energy   -13206.7131 eV
Relative energy (zero: lowest compared OMol25 entry of this formula, charge and spin)   2.2429 eV
E_LUMO (spin up / spin down)   -0.1759 / -0.1759 Ha
Orbital gap (spin up / spin down)   0.3818 / 0.3818 Eh

=====

Below is C4H6F2O in the gas phase at a distorted geometry, with properties calculated with wB97M-V/def2-TZVPD.

Structure (ORCA input):
```
! wB97M-V def2-TZVPD RIJCOSX def2/J DEFGRID3
* xyz 0 1
O 1.05114 -2.05455 -0.34145
H 1.61926 -0.87328 1.37047
C 0.47330 1.20461 0.03005
F 1.48886 1.36269 0.84715
C -0.18277 -0.15556 0.42231
H -2.00324 0.37508 -0.84324
H -0.49819 -0.52443 -1.52665
F -0.36039 2.28649 0.25386
H -1.60587 -1.38856 -0.55344
C -1.24137 -0.35363 -0.61671
H 0.96651 1.22667 -1.02475
C 0.95788 -1.11984 0.49524
H -0.66512 0.01430 1.48717
*
```

## Properties
Energy   -11726.4042 eV
Relative energy (zero: lowest compared OMol25 entry of this formula, charge and spin)   1.2639 eV
E_LUMO   0.0179 Ha
Orbital gap   0.4039 Eh
Structure (SMILES)   C[C@@H](C=O)C(F)F